{
  "formula": "C4H6HgO3",
  "method": "ωB97M-V/def2-TZVPD",
  "spin_multiplicity": 2,
  "relative_energy_kcal_mol": 58.6,
  "total_charge": 1,
  "species": ["Hg", "O", "O", "O", "C", "C", "C", "C", "H", "H", "H", "H", "H", "H"],
  "positions_angstrom": [[0.578, -1.735, -2.244], [-0.754, 0.292, 0.001], [0.919, 0.727, 1.299], [1.243, -0.715, -0.390], [-2.717, -0.394, -1.103], [-1.459, -0.691, -0.602], [0.547, 0.010, 0.285], [2.325, 1.015, 1.421], [2.403, 1.728, 2.244], [-2.551, -1.157, 0.126], [-3.196, -1.221, -1.641], [2.866, 0.090, 1.652], [-2.897, 0.597, -1.533], [2.694, 1.453, 0.486]],
  "forces_ev_per_angstrom": [[-0.7, -0.5, -0.5], [-0.1, 0.2, 0.1], [-0.5, -0.1, -0.6], [0.9, 0.1, 0.6], [2.0, -0.4, -1.5], [-1.5, -1.5, 0.0], [-0.4, 1.1, 0.5], [0.7, -0.2, 0.2], [0.0, -0.2, -0.2], [0.7, 0.7, -0.5], [0.0, 0.2, 0.5], [-0.1, 0.3, -0.1], [-0.9, 0.4, 1.1], [-0.1, -0.1, 0.2]]
}

=====

{
  "formula": "C5H11N2O",
  "method": "ωB97M-V/def2-TZVPD",
  "relative_energy_kcal_mol": 156.1,
  "total_charge": 1,
  "smiles": "CCC[C@]12[NH2+]CN1O2",
  "species": ["O", "N", "N", "C", "C", "C", "C", "C", "H", "H", "H", "H", "H", "H", "H", "H", "H", "H", "H"],
  "positions_angstrom": [[1.700, -1.094, -0.963], [0.539, 0.943, -1.213], [0.756, -1.181, -1.964], [-0.453, -0.941, 0.314], [0.494, -0.551, -0.722], [-0.150, -0.002, 1.523], [-1.272, 0.119, 2.510], [0.825, 0.524, -2.594], [-1.607, -0.941, 2.636], [-1.472, -0.932, -0.143], [1.806, 0.625, -3.027], [-1.933, 0.648, 2.009], [-0.875, 0.726, 3.239], [-0.275, 1.364, -0.921], [-0.256, -1.996, 0.580], [0.079, 1.009, 1.071], [-0.002, 0.629, -3.230], [1.325, 1.410, -0.908], [0.773, -0.360, 1.803]],
  "forces_ev_per_angstrom": [[1.7, 0.3, 1.6], [1.6, -3.4, -1.1], [-1.1, 2.5, -3.5], [-0.7, 0.0, 0.6], [0.1, 0.0, -0.4], [-1.3, 1.0, -3.1], [2.8, -4.1, -0.6], [-0.6, -4.1, 0.7], [-0.1, 1.2, 1.1], [0.5, 0.4, 0.6], [0.2, 0.6, 0.4], [-3.8, 2.3, -2.0], [0.2, 0.6, 2.7], [-2.5, 1.7, 0.0], [0.0, 0.4, -0.2], [-0.3, -0.6, 0.7], [-0.9, 0.3, -0.9], [2.0, 1.5, 1.7], [2.1, -0.7, 1.7]]
}

=====

{
  "formula": "C60H56InN6O4P2S2Te",
  "method": "ωB97M-V/def2-TZVPD",
  "relative_energy_kcal_mol": 0.0,
  "total_charge": 1,
  "species": ["Te", "In", "S", "S", "P", "P", "O", "O", "O", "O", "N", "N", "N", "N", "N", "N", "C", "C", "C", "C", "C", "C", "C", "C", "C", "C", "C", "C", "C", "C", "C", "C", "C", "C", "C", "C", "C", "C", "C", "C", "C", "C", "C", "C", "C", "C", "C", "C", "C", "C", "C", "C", "C", "C", "C", "C", "C", "C", "C", "C", "C", "C", "C", "C", "C", "C", "C", "C", "C", "C", "C", "C", "C", "C", "C", "C", "H", "H", "H", "H", "H", "H", "H", "H", "H", "H", "H", "H", "H", "H", "H", "H", "H", "H", "H", "H", "H", "H", "H", "H", "H", "H", "H", "H", "H", "H", "H", "H", "H", "H", "H", "H", "H", "H", "H", "H", "H", "H", "H", "H", "H", "H", "H", "H", "H", "H", "H", "H", "H", "H", "H", "H"],
  "positions_angstrom": [[-0.402, -1.276, -3.421], [-0.237, -0.223, -0.904], [2.151, -3.942, 5.701], [2.714, -0.148, -3.773], [1.047, -2.142, 0.836], [-0.184, 0.200, 1.984], [1.749, 0.422, -0.277], [-1.338, 6.831, 1.589], [-6.397, -3.928, 0.540], [-7.190, 1.829, -0.357], [3.742, 5.347, -2.003], [-2.367, 0.812, -0.376], [0.204, 1.927, -1.846], [0.617, -1.295, 2.256], [3.133, 6.395, -1.732], [-2.121, -1.839, -0.646], [0.687, 5.793, 1.074], [2.146, 1.476, -5.647], [-2.247, 7.905, 1.396], [0.965, -5.304, 5.706], [-0.551, 2.582, -2.698], [0.497, -6.499, 2.309], [3.552, 1.948, -0.506], [-3.499, 0.099, -0.376], [4.514, -2.389, -1.201], [0.627, 1.345, 3.144], [1.752, -6.065, 1.913], [2.252, 1.545, -0.729], [2.510, 2.793, 3.582], [1.044, 7.396, -1.146], [0.155, 1.583, 4.435], [1.936, -4.762, 1.460], [2.830, -2.054, 0.498], [-4.830, 2.086, -0.263], [-4.586, -0.167, 3.327], [-0.155, 3.800, -3.266], [1.056, 4.329, -2.918], [1.795, 5.619, 0.273], [5.134, -1.533, 0.959], [3.189, -2.443, -0.792], [1.901, 3.639, -2.020], [4.012, 3.195, -0.968], [0.992, -2.555, 5.886], [-3.812, -1.311, 3.218], [-2.961, -4.066, -0.685], [-0.275, 6.753, 0.753], [-6.158, 2.787, -0.242], [-4.233, -3.606, -0.374], [3.808, -1.588, 1.370], [-2.451, 2.141, -0.251], [-3.650, 2.815, -0.193], [3.196, 1.052, -4.893], [-5.376, -4.566, -0.206], [1.810, 1.956, 2.725], [-4.429, -2.238, -0.248], [-0.583, -5.625, 2.256], [3.200, 4.070, -1.639], [-3.354, -1.382, -0.424], [1.078, -0.076, -4.283], [-1.868, 0.026, 2.688], [-2.463, -1.213, 2.894], [0.924, 0.828, -5.294], [0.857, 2.422, 5.289], [0.862, -3.877, 1.401], [2.032, 3.029, 4.865], [1.976, 6.412, -0.867], [-4.745, 0.707, -0.341], [1.433, 2.406, -1.531], [1.244, -1.662, 3.551], [-4.003, 1.080, 3.122], [5.489, -1.934, -0.323], [-0.399, -4.328, 1.804], [0.266, -2.171, 4.599], [-2.658, 1.175, 2.802], [-0.095, 7.560, -0.364], [-1.935, -3.149, -0.800], [1.585, -1.716, 6.258], [2.600, -6.738, 1.960], [-0.030, 1.028, -5.765], [5.027, 3.511, -0.756], [-6.182, 3.506, -1.065], [-0.921, -3.468, -1.016], [6.523, -1.882, -0.639], [-5.638, -0.241, 3.575], [-7.119, -4.548, 0.680], [-1.860, -2.106, 2.809], [0.261, -5.214, 4.878], [5.891, -1.172, 1.644], [-5.015, -5.471, 0.291], [-4.600, 1.981, 3.213], [-2.791, 7.801, 0.455], [4.782, -2.689, -2.206], [0.358, -7.514, 2.660], [0.486, 2.602, 6.291], [-8.040, 2.278, -0.364], [-0.756, 1.113, 4.782], [1.219, 8.039, -2.001], [2.188, 1.766, 1.730], [2.533, 4.879, 0.549], [-0.274, -3.037, 4.207], [-0.797, 4.296, -3.981], [-2.762, -5.124, -0.811], [-4.259, -2.285, 3.383], [-2.213, 2.153, 2.644], [4.218, 1.279, 0.029], [-0.815, 8.323, -0.625], [0.279, -2.827, 6.665], [1.780, -0.800, 3.957], [0.549, 5.200, 1.971], [3.427, 3.262, 3.245], [2.423, -2.770, -1.491], [-1.567, -5.954, 2.571], [2.925, -4.438, 1.163], [-1.245, -3.655, 1.768], [1.978, -2.444, 3.364], [-5.653, 0.125, -0.376], [4.225, 1.378, -4.938], [-6.240, 3.352, 0.693], [1.534, -6.224, 5.581], [-2.949, 7.860, 2.223], [2.576, 3.685, 5.534], [0.433, -5.340, 6.656], [-1.498, 2.122, -2.962], [1.390, 5.257, -3.365], [-5.734, -4.855, -1.199], [-5.412, -1.867, 0.002], [-1.731, 8.866, 1.413], [-0.473, -1.395, 4.825], [-3.658, 3.894, -0.091], [-1.513, 2.675, -0.178], [3.550, -1.245, 2.364], [2.232, 2.231, -6.417]],
  "forces_ev_per_angstrom": [[0.0, -0.1, 0.0], [0.2, 0.3, 0.1], [0.0, 0.0, 0.0], [0.0, 0.0, 0.0], [-0.1, 0.0, 0.2], [-0.2, -0.6, 0.3], [-0.1, 0.0, -0.2], [-0.1, 0.1, 0.1], [0.1, -0.1, 0.0], [0.0, 0.1, 0.0], [-0.4, 0.1, -0.2], [0.1, 0.2, -0.2], [-0.2, 0.0, -0.1], [0.3, 0.1, 0.1], [0.1, -0.2, 0.4], [0.1, -0.1, 0.0], [0.1, 0.0, 0.0], [-0.1, 0.0, 0.0], [0.1, -0.1, 0.0], [0.0, 0.1, 0.0], [0.1, -0.1, 0.1], [0.0, 0.0, 0.0], [0.1, 0.0, 0.1], [0.1, 0.0, 0.0], [0.0, 0.0, 0.0], [0.0, 0.1, -0.1], [0.0, 0.0, 0.0], [-0.1, -0.1, 0.0], [0.0, 0.0, 0.0], [0.0, 0.0, -0.1], [0.1, 0.0, 0.0], [-0.1, 0.0, 0.0], [0.0, 0.0, 0.0], [0.0, 0.0, 0.0], [0.0, 0.0, 0.0], [-0.1, 0.0, -0.1], [0.1, 0.0, 0.0], [0.1, 0.0, 0.0], [0.0, 0.0, 0.0], [0.0, 0.0, 0.1], [0.0, 0.1, -0.2], [0.1, 0.0, 0.0], [0.1, -0.1, -0.1], [0.1, 0.0, 0.0], [0.0, 0.0, 0.0], [0.0, 0.0, -0.1], [0.0, -0.1, 0.0], [0.0, 0.0, 0.0], [0.0, 0.0, 0.0], [0.0, -0.1, 0.1], [0.0, 0.0, 0.0], [0.0, 0.0, 0.0], [0.0, 0.1, 0.0], [0.0, 0.0, 0.0], [-0.1, 0.0, 0.0], [0.0, 0.0, 0.0], [0.2, -0.2, 0.0], [0.1, 0.1, 0.0], [0.1, 0.0, 0.0], [0.0, 0.1, -0.1], [-0.1, 0.0, 0.0], [0.1, 0.1, 0.0], [0.0, 0.0, 0.0], [0.0, 0.0, 0.0], [0.0, 0.0, 0.0], [-0.1, 0.1, -0.1], [-0.1, 0.0, 0.1], [-0.1, -0.1, -0.1], [-0.2, 0.0, 0.0], [0.1, 0.0, 0.0], [0.0, 0.0, 0.0], [0.1, 0.0, 0.0], [0.0, 0.0, 0.0], [0.0, 0.0, 0.1], [0.0, 0.0, 0.0], [0.0, 0.1, 0.0], [0.0, 0.0, 0.0], [0.0, 0.0, 0.0], [0.0, 0.0, 0.0], [0.0, -0.1, 0.0], [0.0, 0.0, -0.1], [0.0, 0.0, 0.0], [0.0, 0.0, 0.0], [0.0, 0.0, 0.0], [0.0, 0.0, 0.0], [0.0, 0.0, 0.0], [0.0, 0.0, 0.1], [0.0, 0.0, 0.0], [0.0, 0.0, 0.1], [0.0, 0.0, 0.0], [0.0, 0.0, 0.0], [0.0, 0.0, 0.0], [0.0, 0.0, 0.0], [0.0, 0.0, 0.0], [0.0, 0.0, 0.0], [0.0, 0.0, 0.0], [0.0, 0.0, 0.0], [0.0, 0.0, 0.0], [0.0, 0.0, 0.0], [0.0, 0.0, 0.0], [0.0, 0.0, 0.0], [0.0, 0.1, 0.0], [0.0, 0.0, 0.0], [0.0, 0.0, 0.0], [0.0, 0.0, 0.0], [0.0, 0.0, 0.0], [0.0, 0.1, 0.0], [0.1, 0.1, -0.1], [0.0, 0.0, 0.0], [0.0, 0.0, 0.0], [0.0, 0.0, 0.0], [0.0, 0.0, 0.0], [0.0, 0.0, 0.0], [0.0, 0.0, 0.0], [0.0, 0.0, 0.0], [0.0, 0.0, 0.0], [-0.1, 0.0, 0.0], [0.0, 0.0, 0.1], [0.0, 0.0, 0.0], [0.0, 0.0, 0.0], [0.0, 0.0, 0.0], [0.0, 0.0, 0.0], [0.0, 0.0, 0.0], [0.0, 0.0, 0.0], [0.0, 0.0, 0.0], [0.0, 0.0, 0.0], [0.0, 0.0, 0.0], [0.0, -0.1, 0.0], [0.0, 0.0, 0.0], [0.0, 0.0, -0.1], [0.0, 0.0, 0.0], [0.0, -0.1, 0.0]]
}